No. 1
The following is a DFT calculation (ωB97M-V/def2-TZVPD) of C14H18N2O2S in the gas phase in a non-equilibrium geometry.

```
37
C14H18N2O2S (ωB97M-V/def2-TZVPD)
O -3.00 0.62 -3.39
O -1.36 2.05 -2.61
S -1.78 -1.57 1.17
C -2.55 1.73 -3.19
C 0.60 1.13 -1.58
C -1.51 0.30 -0.81
C 1.27 0.36 -0.66
C -0.81 1.16 -1.69
C -0.85 -0.53 0.12
C 0.57 -0.48 0.21
N -3.21 2.81 -3.78
N 2.65 -1.02 1.54
C -4.24 2.68 -4.83
C 3.74 -2.00 1.36
C 2.55 -0.32 2.83
C -0.85 -1.12 2.64
C 1.51 -1.08 3.62
C 1.30 -1.44 1.18
C 0.59 -1.68 2.54
H 1.20 1.79 -2.21
H -2.59 0.24 -0.85
H 2.36 0.39 -0.64
H -2.61 3.62 -3.85
H -4.52 3.69 -5.17
H -3.80 2.10 -5.64
H -5.10 2.18 -4.40
H 3.84 -2.37 0.31
H 4.68 -1.54 1.64
H 3.58 -2.83 2.04
H 2.25 0.73 2.65
H 3.50 -0.40 3.38
H -0.82 -0.05 2.72
H -1.40 -1.54 3.53
H 0.97 -0.44 4.31
H 1.92 -1.93 4.17
H 1.35 -2.42 0.69
H 0.57 -2.80 2.65
```

Calculated values
- net charge = 0
- energy above the lowest of the compared OMol25 structures with the same formula, charge and spin (kcal/mol) = 36.5
- HOMO level (eV) = -8.16

No. 2
The following is a DFT calculation (ωB97M-V/def2-TZVPD) of a molecular structure, C68H54AsBrClIMoN5OP2 in a non-equilibrium geometry.

```
135
C68H54AsBrClIMoN5OP2 (ωB97M-V/def2-TZVPD)
Mo 0.53 -0.87 0.00
N -2.44 -2.58 -0.71
C -1.34 -3.09 -1.36
C -1.52 -4.31 -2.01
C -0.49 -4.87 -2.71
C 0.73 -4.18 -2.78
C 0.84 -3.00 -2.13
N -0.16 -2.45 -1.37
C -2.69 -1.28 -0.30
C -4.01 -0.86 -0.27
C -4.31 0.40 0.17
C -3.28 1.22 0.61
C -2.01 0.73 0.59
N -1.69 -0.51 0.13
H -3.26 -3.13 -0.83
H -2.49 -4.80 -1.97
H -0.62 -5.83 -3.21
H 1.57 -4.56 -3.35
H 1.75 -2.43 -2.22
H -4.80 -1.54 -0.60
H -5.34 0.76 0.16
H -3.46 2.22 0.99
H -1.18 1.30 0.96
Cl 6.36 -4.76 0.51
C 5.19 -3.58 0.10
C 5.52 -2.54 -0.71
C 4.56 -1.55 -1.07
I 5.11 -0.09 -2.43
C 3.31 -1.60 -0.55
O 2.29 -0.71 -0.76
C 2.96 -2.68 0.27
N 1.65 -2.69 0.66
C 1.19 -3.80 1.24
C 2.01 -4.87 1.58
C 3.36 -4.81 1.30
C 3.86 -3.71 0.59
H 6.52 -2.48 -1.10
H 0.13 -3.85 1.45
H 1.58 -5.73 2.07
H 4.02 -5.62 1.58
C 0.09 4.91 3.65
C 1.02 3.78 3.29
C 2.31 3.67 3.82
C 3.12 2.63 3.41
C 2.61 1.72 2.51
Br 3.75 0.36 1.88
N 1.38 1.74 2.04
C 0.62 2.79 2.42
H 0.60 5.66 4.26
H -0.77 4.54 4.22
H -0.29 5.40 2.75
H 2.67 4.40 4.53
H 4.14 2.53 3.77
H -0.38 2.85 2.01
C -1.19 2.21 -1.97
P 0.37 1.37 -1.49
C 1.16 1.05 -3.10
C 0.97 -0.17 -3.75
C 1.59 -0.45 -4.96
C 2.38 0.52 -5.56
C 2.53 1.76 -4.95
C 1.94 2.02 -3.72
C 1.36 2.78 -0.86
C 0.81 4.04 -0.62
C 1.62 5.08 -0.19
C 2.98 4.89 0.01
C 3.53 3.63 -0.23
C 2.73 2.59 -0.66
P -2.67 1.32 -2.68
C -2.05 0.44 -4.16
C -2.22 -0.94 -4.22
C -1.90 -1.65 -5.38
C -1.44 -0.97 -6.49
C -1.26 0.41 -6.45
C -1.56 1.11 -5.29
C -3.53 2.74 -3.48
C -4.42 2.45 -4.52
C -5.08 3.47 -5.19
C -4.87 4.79 -4.82
C -4.03 5.09 -3.76
C -3.37 4.06 -3.08
H -0.87 2.99 -2.65
H -1.57 2.68 -1.07
H 0.30 -0.90 -3.32
H 1.42 -1.40 -5.45
H 2.86 0.32 -6.51
H 3.13 2.53 -5.43
H 2.09 2.99 -3.26
H -0.24 4.24 -0.78
H 1.18 6.06 -0.02
H 3.61 5.71 0.32
H 4.60 3.46 -0.08
H 3.17 1.63 -0.87
H -2.63 -1.46 -3.35
H -2.06 -2.73 -5.42
H -1.24 -1.52 -7.41
H -0.90 0.94 -7.33
H -1.44 2.19 -5.27
H -4.59 1.42 -4.82
H -5.75 3.23 -6.00
H -5.38 5.59 -5.34
H -3.88 6.12 -3.45
H -2.75 4.32 -2.23
C -2.37 -5.13 3.95
C -2.87 -4.31 2.95
C -2.15 -3.19 2.55
C -0.92 -2.89 3.14
C -0.42 -3.71 4.14
C -1.15 -4.83 4.55
As -0.02 -1.23 2.64
C -1.09 -0.07 3.77
C -2.44 0.23 3.67
C -3.04 1.00 4.65
C -2.30 1.43 5.74
C -0.96 1.06 5.88
C -0.35 0.29 4.89
C 1.01 -0.31 5.00
C 1.88 -0.16 6.07
C 3.06 -0.88 6.11
C 3.39 -1.77 5.09
C 2.54 -1.91 4.01
C 1.37 -1.17 3.97
H -2.93 -6.00 4.28
H -3.83 -4.54 2.49
H -2.55 -2.55 1.79
H 0.53 -3.50 4.62
H -0.75 -5.47 5.33
H -3.03 -0.16 2.86
H -4.10 1.23 4.59
H -2.77 2.02 6.52
H -0.42 1.35 6.76
H 1.62 0.51 6.89
H 3.73 -0.76 6.95
H 4.30 -2.34 5.14
H 2.79 -2.59 3.21
```

Calculated values
- net charge = +3
- <S²> = 2.03
- energy above the lowest of the compared OMol25 structures with the same formula, charge and spin (kcal/mol) = 21.8
- 2S+1 = 3
- HOMO level (spin up / spin down) (eV) = -14.19 / -14.19

No. 3
The following is a DFT calculation (ωB97M-V/def2-TZVPD) of a molecular structure, C28H20MnN10OS5 in a non-equilibrium geometry.

```
65
C28H20MnN10OS5 (ωB97M-V/def2-TZVPD)
Mn 2.16 0.91 0.97
S 2.35 3.49 1.07
S 4.28 3.99 1.04
S 5.40 2.24 0.48
S 4.16 0.92 -0.31
S 3.45 0.83 2.81
C 2.19 0.64 4.03
N 2.57 0.64 5.28
N 1.74 0.16 6.25
C 1.44 -1.16 6.46
C 1.77 -2.18 5.55
C 1.53 -3.50 5.87
C 0.94 -3.84 7.08
C 0.58 -2.84 7.97
C 0.82 -1.52 7.67
N 0.95 0.53 3.59
N 0.71 0.84 2.33
C -0.47 0.22 1.81
C -1.22 1.05 0.85
C -2.27 0.37 0.22
C -2.91 -0.75 1.02
C -2.56 -0.92 2.40
C -1.40 -0.38 2.81
H 1.75 0.73 7.09
H 2.25 -1.92 4.62
H 1.82 -4.27 5.19
H 0.78 -4.88 7.34
H 0.12 -3.09 8.91
H 0.55 -0.73 8.37
H -0.87 2.03 0.57
H -2.87 0.85 -0.56
H -3.88 -1.45 -0.70
H -3.25 -1.41 3.08
H -1.10 -0.34 3.85
O 1.48 -0.90 0.83
N 0.16 -0.95 0.95
C -0.61 -1.61 0.06
C -1.93 -1.19 -0.09
N -3.23 -1.77 0.02
C -0.07 -2.53 -0.85
N 0.30 -3.33 -1.60
N -1.08 2.14 -5.45
C -1.59 1.71 -6.64
C -2.25 2.36 -7.66
C -2.65 1.59 -8.74
C -2.39 0.22 -8.80
C -1.72 -0.43 -7.79
C -1.31 0.32 -6.69
N -0.64 -0.05 -5.56
C -0.51 1.04 -4.83
C 0.12 1.10 -3.54
C 0.11 2.26 -2.74
C 0.67 2.22 -1.48
N 1.26 1.14 -0.95
C 1.36 0.07 -1.76
C 0.80 -0.01 -3.02
H -1.08 3.08 -5.10
H -2.45 3.42 -7.62
H -3.17 2.07 -9.56
H -2.72 -0.33 -9.66
H -1.52 -1.49 -7.83
H -0.34 3.18 -3.08
H 0.66 3.11 -0.86
H 1.92 -0.78 -1.37
H 0.88 -0.91 -3.59
```

Calculated values
- net charge = -1
- <S²> = 6.11
- 2S+1 = 5
- HOMO level (spin up / spin down) (eV) = -4.14 / -4.11

No. 4
The following is a DFT calculation (ωB97M-V/def2-TZVPD) of 2 unconnected molecules or ions with the total composition C8H8NO5 in a non-equilibrium geometry.

```
22
C8H8NO5 (ωB97M-V/def2-TZVPD)
C 0.29 -0.01 0.03
C -1.35 1.06 1.02
C -0.94 3.25 -0.16
C -2.77 2.74 3.06
C -0.09 2.90 -1.38
C -0.84 1.55 -1.37
C 1.07 -2.05 1.23
C 0.25 -1.53 0.14
N -1.46 1.94 -0.08
O -3.50 3.15 2.24
O -1.02 4.27 0.47
O -2.18 2.62 4.06
O 0.00 0.39 -1.30
O -1.85 1.14 2.09
H -0.16 3.55 -2.29
H 0.97 2.85 -1.11
H -1.54 1.39 -2.08
H 2.09 -2.02 1.03
H 0.61 -3.04 1.50
H 0.94 -1.29 2.00
H -0.77 -1.97 0.10
H 0.61 -2.07 -0.85
```

Calculated values
- net charge = -1
- energy above the lowest of the compared OMol25 structures with the same formula, charge and spin (kcal/mol) = 54.3
- HOMO level (spin up / spin down) (eV) = -2.28 / -2.28